No. 1
Computed, not measured: C38H58BFeN12OPS as an isolated structure, with wB97M-V/def2-TZVPD.

Structure (XYZ):
```
113
C38H58BFeN12OPS wB97M-V/def2-TZVPD
Fe 0.22 0.43 0.64
S 2.55 2.72 0.97
P -1.25 0.51 -2.47
O 1.58 1.77 0.23
N 1.72 -2.12 1.48
N -0.57 0.55 -0.98
N -0.27 -2.82 4.65
N -1.17 -0.79 1.35
N 0.57 0.60 2.53
N 0.90 -0.50 3.25
N -0.71 -1.90 1.98
N 0.76 -2.93 3.75
N 1.76 -1.15 0.52
N -2.73 1.20 -2.53
N -0.25 1.29 -3.50
N -1.47 -1.03 -2.97
C 3.47 1.82 2.18
C -0.63 3.22 -5.01
C 2.59 -3.09 1.16
C -1.05 -3.95 6.68
C 3.14 -0.66 -1.50
C -3.34 0.22 0.74
C 2.70 -1.50 -0.36
C 1.05 -4.54 5.25
C -5.41 2.31 -2.30
C 4.82 -0.02 2.90
C -1.34 -2.98 -1.45
C -0.37 -3.67 -2.41
C -0.13 2.95 2.92
C 0.69 1.19 4.66
C -4.26 2.84 -1.44
C 4.10 0.61 1.90
C 1.27 3.23 -3.39
C 0.40 1.63 3.37
C -0.56 -1.68 -3.93
C -3.83 0.74 -3.41
C 3.56 2.40 3.44
C 1.12 1.72 -3.22
C 0.99 -0.15 4.53
C 3.25 -2.74 0.01
C -1.73 -2.73 2.19
C 3.81 2.99 -0.26
C 1.57 -3.97 4.11
C -5.17 0.86 -2.69
C 0.80 3.69 -4.76
C 4.30 1.78 4.43
C -0.74 1.72 -4.82
C -2.25 -2.01 -2.19
C 0.40 -2.63 -3.22
C -0.10 -3.77 5.54
C -2.89 -2.14 1.71
C 4.92 0.57 4.16
C -2.50 -0.91 1.22
C -2.91 2.60 -2.09
B 0.72 -1.93 2.63
H -5.17 0.22 -1.81
H 2.69 -3.98 1.75
H -1.76 1.36 -4.97
H -0.58 3.47 3.76
H 4.02 -3.28 -0.50
H -1.59 -3.66 2.71
H 2.95 -1.15 -2.46
H -2.06 -4.15 6.32
H 2.64 0.30 -1.49
H 3.06 3.35 3.64
H 1.03 -2.04 -2.56
H -2.09 2.87 -1.43
H 4.61 3.55 0.23
H -0.11 1.22 -5.57
H -4.37 3.92 -1.29
H 1.23 -0.88 5.29
H -5.49 2.92 -3.21
H -5.96 0.50 -3.36
H 0.86 4.77 -4.85
H 2.47 -4.23 3.59
H -0.90 2.83 2.15
H 5.50 0.08 4.94
H -1.19 -2.24 -4.62
H -4.30 2.38 -0.45
H 2.32 3.50 -3.25
H 1.38 1.42 -2.21
H 0.65 1.77 5.56
H 0.69 3.73 -2.60
H 4.03 0.16 0.92
H 1.04 -3.12 -3.96
H -2.98 1.16 1.15
H -1.96 -3.71 -0.93
H 4.39 2.23 5.41
H -2.92 -1.48 -1.52
H -1.10 -3.04 7.29
H -6.36 2.42 -1.77
H 4.18 2.04 -0.63
H 3.37 3.59 -1.05
H -0.95 3.47 -6.03
H 0.31 -4.31 -1.85
H -0.03 -0.93 -4.50
H -0.78 -2.43 -0.69
H -3.34 0.31 -0.34
H 5.32 -0.96 2.70
H 0.65 3.60 2.52
H -0.94 -4.32 -3.09
H 1.45 -5.37 5.80
H -1.31 3.73 -4.33
H 1.79 1.21 -3.92
H 4.22 -0.49 -1.45
H -3.85 1.39 -4.29
H 1.46 3.27 -5.53
H -0.74 -4.77 7.32
H -3.62 -0.27 -3.74
H -3.89 -2.53 1.79
H -2.84 3.24 -2.98
H -2.87 -2.56 -2.90
H -4.37 0.08 1.07
```

Results
Multiplicity   5
Orbital gap (alpha / beta)   6.852 / 6.411 eV
HOMO level (alpha / beta)   -0.4929 / -0.4929 Ha
Charge   +2
⟨S²⟩   6.05
Relative energy (zero: lowest compared OMol25 entry of this formula, charge and spin)   0.318 eV

Löwdin atomic charge list, values in e, 8 entries:
1 Fe 0.810
2 S 1.046
3 P 0.655
4 O -0.589
5 N 0.046
6 N -0.059
7 N 0.102
8 N 0.002

---

No. 2
Computed, not measured: a 7-piece molecular cluster, C38H86N8O7 overall in a non-equilibrium geometry, with wB97M-V/def2-TZVPD.

Structure (XYZ):
```
139
C38H86N8O7 wB97M-V/def2-TZVPD
O 2.45 11.64 0.17
O -2.53 8.35 3.59
O -0.50 4.57 -1.22
O 6.42 0.26 4.99
O -3.09 -1.80 8.42
O -1.96 -6.82 -10.47
O -3.29 11.27 -1.41
N -3.15 8.52 5.68
N -2.06 -6.97 -9.10
N 4.09 11.58 1.75
N -1.07 4.18 -2.40
N 6.72 0.21 3.60
N -1.84 6.93 5.07
N 4.34 10.50 -0.01
N -3.72 -2.85 7.78
C 0.32 -7.87 -8.86
C -1.64 2.87 -2.31
C -3.24 -4.13 8.38
C 4.78 -1.37 3.01
C 7.72 2.38 3.61
C -4.89 -1.40 6.19
C 3.57 11.34 0.59
C -2.30 2.48 -3.66
C -0.71 3.90 -4.86
C 6.83 -1.05 1.50
C -3.73 -4.09 9.84
C -1.39 2.60 -4.85
C -0.23 6.16 -3.73
C -3.59 -4.93 -9.07
C -0.91 -6.73 -6.89
C -0.16 -5.35 -8.71
C -4.19 -5.18 6.19
C 7.12 1.36 1.42
C 7.13 -2.22 3.55
C -4.54 -7.22 -9.08
C -0.21 4.60 -3.53
C 5.22 2.12 3.07
C 1.29 4.25 -3.29
C -3.30 -6.36 -8.60
C -2.88 2.94 -1.30
C 6.43 0.17 0.71
C -2.06 -5.94 -6.37
C 6.29 -1.05 2.91
C -3.39 -6.50 -7.04
C -4.74 -3.78 5.72
C -2.72 -2.48 5.37
C -3.91 -2.66 6.32
C -1.70 -4.39 8.26
C -0.71 1.75 -1.89
C 6.67 1.51 2.95
C -4.01 -5.28 7.68
C -2.54 7.95 4.73
C -0.73 -6.71 -8.44
H -5.77 -3.63 6.06
H 5.21 10.28 0.45
H 0.06 -6.41 -6.51
H -4.81 -3.75 4.63
H 0.93 -7.71 -9.75
H -3.34 8.07 6.57
H 4.19 -0.46 3.07
H 8.19 1.13 1.34
H -4.36 -0.45 6.19
H -3.78 9.28 5.49
H 0.18 3.75 -5.46
H -3.16 -3.34 10.39
H 5.47 0.38 4.98
H -0.27 6.68 -2.77
H -4.21 -6.00 -6.52
H -3.07 -2.13 4.39
H -2.77 1.49 -3.66
H -1.34 6.41 4.37
H 6.76 0.08 -0.33
H -4.27 -8.27 -9.14
H -3.04 -4.31 -8.37
H -2.09 -6.10 -5.29
H 0.27 -5.38 -9.71
H -0.90 5.43 -1.06
H -1.05 6.47 -4.37
H -3.25 -5.31 5.64
H 1.61 3.21 -3.27
H 7.54 2.52 4.68
H -3.17 3.14 -3.75
H 6.70 -2.38 4.54
H -2.46 11.44 -1.84
H 4.02 10.05 -0.86
H -1.78 -7.74 -10.68
H -1.42 4.53 -5.39
H 3.53 12.03 2.46
H 5.34 0.19 0.70
H -3.22 -4.54 -10.02
H 0.73 -5.08 -8.14
H 1.68 4.71 -2.38
H 4.87 2.02 4.10
H -1.20 -3.47 8.56
H -1.91 -4.87 -6.52
H -0.79 -7.78 -6.61
H -5.57 -1.41 7.04
H -1.34 -5.19 8.90
H -5.57 -1.44 5.34
H -4.78 -3.83 9.95
H -2.28 -1.73 7.91
H 0.66 6.44 -4.29
H -3.48 -6.22 7.80
H 6.93 2.29 0.90
H 8.74 2.02 3.43
H 1.09 -7.91 -8.09
H 7.04 -3.16 3.01
H -3.64 3.68 -1.55
H -0.93 -4.58 -8.64
H -3.43 -4.95 10.44
H 7.83 3.37 3.18
H 4.35 -2.15 2.38
H -3.43 -7.56 -6.78
H 4.55 1.64 2.35
H -0.69 1.78 -5.02
H 6.52 -2.00 1.05
H -5.00 -5.43 8.12
H 4.46 -1.84 3.94
H -1.34 0.87 -1.78
H 0.24 1.66 -2.41
H -0.13 -8.87 -8.91
H 1.73 4.70 -4.17
H 8.17 -2.00 3.75
H -0.30 1.89 -0.89
H -4.89 -5.95 5.86
H -3.05 10.84 -0.59
H -2.69 3.23 -0.26
H 5.00 11.19 1.95
H -1.26 -4.71 7.31
H -4.67 -4.74 -9.01
H 5.17 3.15 2.73
H -2.20 -3.42 5.19
H -1.91 2.75 -5.80
H -3.39 1.98 -1.34
H -1.63 6.97 6.06
H -4.79 -6.90 -10.09
H 7.91 -1.12 1.55
H -2.17 -1.63 5.78
H -5.47 -7.11 -8.52
```

Results
Orbital gap   8.332 eV
HOMO level   -0.2956 Ha
Relative energy (zero: lowest compared OMol25 entry of this formula, charge and spin)   4.415 eV

Löwdin atomic charge list, values in e, 8 entries:
1 O 0.016
2 O 0.036
3 O -0.009
4 O 0.000
5 O -0.008
6 O -0.004
7 O -0.057
8 N 0.172

---

No. 3
Computed, not measured: C18H31Br2Cl5CsF6LiO15P2 as an isolated structure in a non-equilibrium geometry, with wB97M-V/def2-TZVPD.

Structure (XYZ):
```
81
C18H31Br2Cl5CsF6LiO15P2 wB97M-V/def2-TZVPD
Cs -5.57 -2.86 -0.43
Br -0.92 -6.95 -2.48
Br 0.53 -4.94 0.24
Cl 2.13 8.22 3.71
Cl -1.18 6.33 4.07
Cl -2.22 2.81 -4.45
Cl 0.80 8.55 6.29
Cl 0.68 3.06 -4.71
P 0.19 1.61 1.34
P 0.85 3.02 -0.99
F 3.91 -1.50 -3.98
F 5.21 -0.10 -2.07
F 2.50 0.03 -2.16
F 3.96 0.27 -5.33
F 5.41 1.63 -3.35
F 2.52 1.75 -3.55
O -2.61 2.82 2.42
O 2.47 3.26 -1.23
O 6.46 -0.13 -5.56
O 3.96 1.83 -0.47
O -2.02 4.08 4.19
O -4.75 -3.12 3.16
O 4.78 3.61 -5.55
O 0.43 3.12 0.57
O 0.33 1.83 -1.66
O 6.70 -1.66 -3.96
O -1.39 -9.67 -4.73
O -3.70 -5.05 2.65
O -3.76 -3.28 1.23
O -2.07 1.84 4.39
O 0.15 4.32 -1.69
C -3.02 -4.03 0.24
C 3.18 1.12 -2.55
C 1.71 0.55 1.35
C -0.89 3.71 -5.19
C 6.01 -0.71 -4.66
C 4.57 0.62 -3.02
C -3.92 -5.01 -0.49
C -5.18 -3.73 4.38
C -0.02 -6.81 0.23
C 1.30 9.34 4.80
C -1.30 0.74 0.71
C -1.44 2.35 5.57
C 0.32 -7.47 -1.08
C 4.51 -0.33 -4.28
C -2.27 2.91 3.57
C -4.03 -3.93 2.38
C 3.22 2.09 -1.33
C -1.86 3.80 5.57
Li -4.69 1.22 -0.95
H 0.76 4.57 -2.41
H -2.62 -3.30 -0.48
H 1.90 -0.05 0.43
H -1.09 -6.82 0.45
H -1.11 4.45 6.01
H -0.98 -0.02 -0.05
H 5.23 3.39 -4.72
H -4.34 -4.16 4.93
H -5.94 -4.48 4.17
H -1.79 1.81 6.45
H -4.79 -4.50 -0.90
H 7.11 -1.17 -3.23
H 0.52 -7.27 1.05
H -0.96 4.75 -4.88
H 4.61 2.75 -5.95
H 1.32 -7.23 -1.43
H -0.98 3.65 -6.27
H 1.97 10.15 5.04
H -1.99 1.41 0.16
H 2.56 1.20 1.64
H 1.60 -0.18 2.18
H -2.81 3.96 6.08
H -1.14 -8.85 -4.29
H -2.17 -4.53 0.70
H -5.63 -2.95 5.00
H -4.30 -5.78 0.19
H -0.36 2.22 5.48
H -1.85 0.16 1.48
H 0.22 -8.55 -0.99
H 0.41 9.72 4.29
H -3.38 -5.51 -1.29
```

Results
Orbital gap   1.253 eV
HOMO level   -0.1966 Ha

Löwdin atomic charge list, values in e, 8 entries:
1 Cs 1.422
2 Br 0.705
3 Br 0.639
4 Cl 0.461
5 Cl -0.275
6 Cl 0.486
7 Cl 0.460
8 Cl 0.640

---

No. 4
Computed, not measured: a 2-piece molecular cluster, C3H5NO3 overall in a non-equilibrium geometry, with wB97M-V/def2-TZVPD.

Structure (XYZ):
```
12
C3H5NO3 wB97M-V/def2-TZVPD
O -1.72 -0.53 0.45
O -0.81 1.83 1.10
O -0.36 1.16 -0.07
N 1.97 -0.23 1.54
C -0.31 -0.57 -1.61
C -0.97 0.01 -0.29
C 1.36 -1.04 0.96
H -1.42 1.16 1.39
H -0.55 -1.67 -1.71
H 0.77 -0.34 -1.44
H 2.80 0.22 1.99
H -0.77 0.01 -2.31
```

Results
Orbital gap   11.757 eV
HOMO level   -0.3963 Ha
Relative energy (zero: lowest compared OMol25 entry of this formula, charge and spin)   5.346 eV

Löwdin atomic charge list, values in e, 8 entries:
1 O 0.111
2 O 0.048
3 O -0.039
4 N 0.076
5 C 0.021
6 C -0.611
7 C -0.008
8 H 0.063

---

No. 5
Computed, not measured: one molecule with the formula C17H26N2O4S, with wB97M-V/def2-TZVPD.

Structure (XYZ):
```
50
C17H26N2O4S wB97M-V/def2-TZVPD
S -2.77 2.34 -0.17
O 3.31 -0.52 -1.89
O -2.94 3.62 0.44
O 5.27 0.13 1.01
O -3.32 2.11 -1.48
N 2.94 0.74 -0.02
N -3.35 1.22 0.92
C 1.60 1.10 -0.10
C -1.05 1.88 -0.18
C 5.74 -1.50 -0.68
C -4.42 -4.59 0.03
C 5.15 -0.10 -0.39
C 1.05 1.82 0.96
C -3.14 -1.17 1.42
C -3.61 -0.11 0.42
C -3.08 -2.57 0.82
C -0.28 2.20 0.92
C -3.61 -4.87 -1.23
C -0.52 1.17 -1.24
C 5.34 -1.14 1.64
C 0.81 0.78 -1.21
C -4.45 -3.11 0.41
C 6.18 -2.00 0.70
C 3.69 0.00 -0.87
H 3.44 1.05 0.81
H -3.98 -4.27 -2.06
H -3.04 -0.20 -0.50
H -1.14 0.95 -2.09
H -2.41 -2.55 -0.04
H 1.24 0.22 -2.03
H -2.14 -0.88 1.77
H 6.57 -1.44 -1.38
H -4.01 -5.17 0.86
H 7.24 -1.80 0.86
H 1.66 2.07 1.81
H 5.79 -0.99 2.62
H -2.64 -3.25 1.56
H 4.97 -2.13 -1.12
H -3.70 -5.92 -1.51
H -5.45 -4.93 -0.13
H -4.83 -2.53 -0.44
H -4.06 1.60 1.53
H 6.00 -3.06 0.84
H -2.56 -4.65 -1.08
H -5.14 -2.97 1.24
H 5.71 0.70 -0.89
H 4.34 -1.57 1.76
H -3.80 -1.17 2.29
H -4.67 -0.25 0.19
H -0.73 2.76 1.72
```

Results
Orbital gap   9.419 eV
HOMO level   -0.3274 Ha
Relative energy (zero: lowest compared OMol25 entry of this formula, charge and spin)   0.209 eV

Löwdin atomic charge list, values in e, 8 entries:
1 S 0.646
2 O 0.087
3 O -0.294
4 O -0.118
5 O -0.291
6 N 0.148
7 N -0.142
8 C -0.202